Here is a structure of composition C34H52BaBr2F3N6O11S2Se2 in a non-equilibrium geometry from the Open Molecules 2025 dataset. Energies are from wB97M-V/def2-TZVPD.

Output
E = -368859.4194 eV
charge = -1
spin multiplicity = 1
M = 1297.0 g/mol

Positions of all 113 atoms, in Å:
Ba -0.4272 0.5726 1.0211
C -3.4049 -0.3042 1.2821
C -3.5991 -0.9915 -0.0694
N -2.3795 -1.6563 -0.4924
C -2.4125 -3.1104 -0.4362
C -1.0163 -3.7042 -0.1386
N 0.0266 -2.6822 -0.1894
C 1.3447 -3.2592 0.0139
C 1.6583 -3.5679 1.4863
C 2.2406 -2.3824 2.2592
N 1.2972 -1.3117 2.5489
C 0.4479 -1.5152 3.7141
C -0.8919 -2.1892 3.3875
N -1.5122 -1.5422 2.2502
C -2.9163 -1.2156 2.3996
H -4.3488 0.1518 1.5855
H -2.6939 0.5001 1.1650
H -3.8831 -0.2254 -0.7983
H -4.4262 -1.7140 0.0030
H -2.0743 -1.3687 -1.4150
H -2.7936 -3.5443 -1.3712
H -3.1027 -3.4072 0.3583
H -0.8111 -4.4935 -0.8745
H -1.0162 -4.1674 0.8538
H -0.0148 -2.3046 -1.1408
H 2.0776 -2.5397 -0.3604
H 1.4457 -4.1934 -0.5652
H 2.3974 -4.3733 1.5239
H 0.7592 -3.9240 1.9821
H 3.0436 -1.9547 1.6513
H 2.6931 -2.7665 3.1937
H 1.8374 -0.4734 2.7240
H 0.2000 -0.5360 4.1205
H 0.9693 -2.1025 4.4908
H -1.5262 -2.0790 4.2727
H -0.7397 -3.2667 3.2303
H -1.3824 -2.1102 1.4272
H -3.0435 -0.6768 3.3449
H -3.5504 -2.1199 2.4509
Br 1.2135 0.1121 -2.8274
C 2.6440 1.4569 -3.1130
Br 2.3697 3.0640 -2.0722
H 2.6555 1.7366 -4.1633
H 3.5921 1.0249 -2.7963
C 5.2819 -0.3937 0.4106
Se 3.6291 0.6707 0.0887
C 4.0791 2.1749 1.2630
C 3.5574 1.9938 2.6720
Se 1.5849 2.4714 2.7421
C 1.4970 2.0195 4.6347
H 6.1440 0.1664 0.0556
H 5.1866 -1.3109 -0.1639
H 5.3984 -0.6283 1.4641
H 3.6203 3.0527 0.8020
H 5.1683 2.2723 1.2358
H 4.0763 2.6765 3.3521
H 3.7155 0.9698 3.0286
H 2.0118 2.7792 5.2209
H 1.9291 1.0418 4.8343
H 0.4504 2.0222 4.9016
C -2.2502 3.3536 -3.9264
C -2.7709 2.0225 -4.4681
C -2.5900 1.0870 -3.2620
O -1.6623 1.7046 -2.3800
C -1.1361 2.8518 -3.0119
H -3.0202 3.8574 -3.3400
H -1.8957 4.0270 -4.7043
H -2.1507 1.6907 -5.3022
H -3.8062 2.0729 -4.7998
H -2.2102 0.1024 -3.5561
H -3.5358 0.9619 -2.7213
H -0.2597 2.5800 -3.6216
H -0.8351 3.5602 -2.2403
F -2.5711 3.4391 5.3958
C -2.4119 2.2480 4.7944
F -1.6008 1.5212 5.6070
F -3.6060 1.6248 4.8565
S -1.7837 2.3639 2.9801
O -3.0532 2.5364 2.3563
O -0.8674 3.4667 3.0684
O -1.1403 1.0781 2.9286
O 0.6298 3.5835 0.4139
C -0.6063 3.5222 0.3825
O -1.2706 2.4711 0.4920
C -1.3938 4.7904 0.1020
C -2.7809 4.7768 0.2345
C -3.5225 5.8833 -0.1215
C -2.8740 7.0145 -0.6112
C -1.4838 7.0514 -0.7112
C -0.7493 5.9386 -0.3528
N -3.6442 8.1434 -1.0332
O -3.0494 9.1378 -1.4093
O -4.8587 8.0557 -1.0078
H -3.2500 3.8916 0.6345
H -4.5997 5.8958 -0.0407
H -1.0133 7.9495 -1.0815
H 0.3279 5.9297 -0.4308
O -3.0664 -5.2632 -3.7979
S -1.7130 -4.9517 -4.1958
O -0.8828 -6.0910 -4.4998
N -1.0229 -3.9491 -3.1168
C -0.8582 -2.7410 -3.5954
O -0.5282 -1.7505 -2.9118
C -1.1792 -2.6211 -5.0616
C -1.0106 -1.5173 -5.8808
C -1.4187 -1.6209 -7.2024
C -1.9812 -2.7907 -7.6908
C -2.1384 -3.8976 -6.8683
C -1.7235 -3.7865 -5.5660
H -0.5581 -0.6199 -5.4852
H -1.3003 -0.7803 -7.8688
H -2.2922 -2.8468 -8.7221
H -2.5705 -4.8168 -7.2264

Forces on atoms 1 to 2 (eV/Å):
6.0 -6.8 -6.6
-0.5 -0.5 -0.2

Here are the Mulliken charges for atoms 1 to 2, given in e:
1. Ba 1.6456
2. C -0.6180